# 1
{
  "formula": "C56H145N9O19",
  "method": "ωB97M-V/def2-TZVPD",
  "largest_force_ev_per_a": 10.38,
  "de_lowest_kcal_mol": 1225.4,
  "e_lumo_ev": -0.101,
  "homo_lumo_gap_ev": 6.268,
  "charge": 0,
  "elements": ["C", "C", "C", "O", "C", "N", "H", "H", "H", "H", "H", "H", "H", "H", "H", "H", "H", "C", "C", "C", "O", "C", "N", "H", "H", "H", "H", "H", "H", "H", "H", "H", "H", "H", "C", "C", "O", "H", "H", "H", "H", "H", "H", "C", "C", "O", "H", "H", "H", "H", "H", "H", "C", "C", "O", "H", "H", "H", "H", "H", "H", "C", "O", "C", "C", "N", "C", "C", "O", "C", "H", "H", "H", "H", "H", "H", "H", "H", "H", "H", "H", "H", "H", "H", "H", "C", "O", "C", "C", "N", "C", "C", "O", "C", "H", "H", "H", "H", "H", "H", "H", "H", "H", "H", "H", "H", "H", "H", "H", "C", "O", "C", "C", "N", "C", "C", "O", "C", "H", "H", "H", "H", "H", "H", "H", "H", "H", "H", "H", "H", "H", "H", "H", "C", "O", "C", "C", "N", "C", "C", "O", "C", "H", "H", "H", "H", "H", "H", "H", "H", "H", "H", "H", "H", "H", "H", "H", "C", "O", "C", "C", "N", "C", "C", "O", "C", "H", "H", "H", "H", "H", "H", "H", "H", "H", "H", "H", "H", "H", "H", "H", "C", "O", "C", "C", "N", "C", "C", "O", "C", "H", "H", "H", "H", "H", "H", "H", "H", "H", "H", "H", "H", "H", "H", "H", "C", "O", "C", "C", "N", "C", "C", "O", "C", "H", "H", "H", "H", "H", "H", "H", "H", "H", "H", "H", "H", "H", "H", "H"],
  "xyz": [[-11.58, 15.65, -7.17], [-12.37, 14.54, -7.93], [-11.74, 13.14, -7.62], [-11.67, 12.97, -6.25], [-11.00, 11.78, -5.91], [-13.69, 14.59, -7.38], [-11.64, 15.58, -6.08], [-12.01, 16.59, -7.51], [-10.52, 15.69, -7.43], [-12.45, 14.73, -9.00], [-10.71, 13.14, -7.99], [-12.31, 12.33, -8.08], [-10.98, 11.53, -4.85], [-9.91, 11.77, -6.04], [-11.41, 10.89, -6.38], [-13.54, 14.52, -6.39], [-14.03, 13.65, -7.53], [-8.09, 17.64, -5.47], [-9.47, 16.99, -5.12], [-9.48, 15.43, -5.15], [-9.13, 14.85, -6.44], [-9.06, 13.43, -6.41], [-9.59, 17.36, -3.70], [-8.18, 18.72, -5.61], [-7.77, 17.31, -6.46], [-7.25, 17.46, -4.80], [-10.37, 17.36, -5.62], [-10.43, 15.02, -4.83], [-8.73, 15.07, -4.44], [-8.15, 13.17, -5.86], [-8.94, 12.95, -7.38], [-9.98, 13.12, -5.93], [-10.53, 17.16, -3.38], [-9.45, 18.35, -3.53], [-13.18, 18.57, -6.68], [-12.20, 18.13, -5.60], [-12.56, 18.57, -4.32], [-13.40, 19.63, -6.62], [-14.12, 18.02, -6.61], [-12.75, 18.38, -7.66], [-11.24, 18.62, -5.67], [-12.11, 17.04, -5.68], [-12.17, 19.44, -4.33], [-14.00, 13.81, -10.06], [-14.95, 12.73, -10.46], [-14.52, 11.49, -9.90], [-14.20, 14.06, -9.02], [-14.15, 14.79, -10.53], [-12.97, 13.54, -10.25], [-14.99, 12.69, -11.55], [-15.97, 13.02, -10.23], [-15.01, 10.78, -10.32], [-14.75, 11.21, -5.99], [-14.53, 11.18, -7.51], [-14.26, 12.51, -7.93], [-13.97, 11.79, -5.49], [-14.80, 10.24, -5.49], [-15.70, 11.74, -5.90], [-15.42, 10.84, -8.05], [-13.67, 10.54, -7.72], [-14.28, 12.46, -8.88], [-11.80, 7.89, -7.60], [-11.85, 8.31, -6.25], [-11.91, 9.68, -6.04], [-12.20, 10.00, -4.54], [-11.05, 9.56, -3.72], [-11.21, 9.82, -2.25], [-10.15, 9.16, -1.43], [-10.11, 7.78, -1.65], [-8.87, 7.22, -1.18], [-11.69, 6.81, -7.65], [-10.86, 8.21, -8.06], [-12.64, 8.21, -8.21], [-12.68, 10.20, -6.61], [-10.88, 10.00, -6.20], [-13.10, 9.47, -4.22], [-12.26, 11.07, -4.36], [-11.07, 8.57, -3.90], [-12.20, 9.60, -1.85], [-11.21, 10.90, -2.12], [-10.33, 9.39, -0.38], [-9.20, 9.63, -1.69], [-8.74, 7.34, -0.10], [-7.97, 7.68, -1.59], [-8.91, 6.15, -1.42], [-19.05, 17.40, -10.90], [-18.13, 16.97, -9.94], [-16.77, 17.10, -10.36], [-15.88, 16.27, -9.47], [-15.87, 16.86, -8.12], [-15.07, 16.14, -7.12], [-15.48, 14.70, -6.81], [-16.78, 14.61, -6.31], [-16.99, 13.48, -5.50], [-20.08, 17.33, -10.54], [-18.97, 16.88, -11.85], [-18.75, 18.41, -11.16], [-16.39, 18.12, -10.34], [-16.64, 16.74, -11.38], [-14.90, 16.11, -9.91], [-16.38, 15.30, -9.46], [-16.81, 16.74, -7.78], [-15.09, 16.63, -6.15], [-14.02, 16.10, -7.43], [-14.71, 14.31, -6.15], [-15.45, 14.16, -7.76], [-16.50, 13.63, -4.54], [-16.67, 12.52, -5.91], [-18.05, 13.43, -5.24], [-7.32, 5.69, -5.58], [-7.66, 7.07, -5.81], [-8.27, 7.65, -4.68], [-8.40, 9.16, -5.08], [-8.91, 10.04, -4.04], [-9.05, 11.40, -4.54], [-9.82, 12.28, -3.48], [-9.53, 13.62, -3.72], [-10.11, 14.56, -2.85], [-6.86, 5.24, -6.46], [-8.12, 5.05, -5.21], [-6.54, 5.68, -4.83], [-7.72, 7.47, -3.76], [-9.29, 7.32, -4.48], [-8.95, 9.26, -6.01], [-7.36, 9.48, -5.15], [-9.81, 9.69, -3.73], [-9.62, 11.38, -5.48], [-8.09, 11.87, -4.74], [-9.56, 11.97, -2.47], [-10.89, 12.10, -3.51], [-11.18, 14.43, -3.02], [-9.84, 15.60, -3.06], [-9.89, 14.29, -1.81], [-6.27, 11.56, -6.26], [-7.51, 10.88, -6.33], [-8.32, 11.21, -7.41], [-9.51, 10.23, -7.54], [-10.36, 10.80, -8.55], [-11.65, 10.09, -8.66], [-12.57, 10.60, -9.83], [-11.96, 10.53, -11.09], [-12.66, 11.32, -12.09], [-6.51, 12.58, -5.96], [-5.61, 11.52, -7.13], [-5.71, 11.22, -5.38], [-7.70, 11.16, -8.31], [-8.76, 12.19, -7.22], [-9.99, 9.96, -6.60], [-9.05, 9.30, -7.85], [-10.02, 10.76, -9.50], [-12.24, 10.22, -7.75], [-11.56, 9.01, -8.79], [-12.74, 11.65, -9.56], [-13.54, 10.10, -9.84], [-12.11, 11.27, -13.03], [-12.81, 12.33, -11.72], [-13.64, 10.86, -12.21], [-17.32, 13.77, -0.20], [-16.71, 13.80, -1.47], [-16.41, 12.51, -1.95], [-15.62, 12.52, -3.29], [-14.52, 13.47, -3.35], [-13.79, 13.51, -4.64], [-12.68, 14.56, -4.55], [-13.24, 15.86, -4.24], [-13.80, 16.57, -5.32], [-16.70, 13.43, 0.63], [-18.18, 13.10, -0.18], [-17.66, 14.78, 0.04], [-17.35, 11.96, -2.06], [-15.79, 11.97, -1.23], [-16.22, 12.72, -4.17], [-15.23, 11.53, -3.51], [-14.85, 14.35, -2.99], [-14.45, 13.69, -5.48], [-13.40, 12.51, -4.80], [-12.10, 14.68, -5.46], [-11.97, 14.30, -3.77], [-13.97, 17.62, -5.08], [-14.73, 16.14, -5.70], [-13.14, 16.64, -6.18], [-5.51, 15.84, -10.70], [-6.34, 16.30, -9.64], [-7.43, 15.38, -9.34], [-8.30, 16.08, -8.29], [-9.35, 16.92, -8.86], [-10.09, 17.61, -7.87], [-10.82, 18.75, -8.66], [-9.86, 19.54, -9.42], [-10.50, 20.71, -9.91], [-4.48, 16.14, -10.51], [-5.75, 16.17, -11.71], [-5.34, 14.77, -10.76], [-7.06, 14.47, -8.87], [-8.01, 15.14, -10.24], [-7.65, 16.72, -7.68], [-8.74, 15.39, -7.57], [-8.98, 17.63, -9.47], [-9.36, 18.04, -7.19], [-10.77, 16.95, -7.33], [-11.32, 19.42, -7.96], [-11.47, 18.24, -9.37], [-11.34, 20.49, -10.56], [-9.82, 21.39, -10.41], [-10.92, 21.33, -9.11], [-10.99, 14.85, -10.20], [-10.54, 13.61, -10.63], [-9.16, 13.39, -10.26], [-8.69, 12.07, -10.94], [-9.41, 10.75, -10.64], [-8.84, 9.68, -11.46], [-9.44, 8.36, -11.00], [-8.55, 7.26, -11.25], [-9.14, 5.98, -11.34], [-10.90, 15.12, -9.15], [-12.03, 15.02, -10.47], [-10.44, 15.58, -10.79], [-9.02, 13.19, -9.20], [-8.56, 14.24, -10.59], [-7.62, 11.99, -10.75], [-8.81, 12.26, -12.01], [-10.34, 10.99, -10.93], [-7.76, 9.67, -11.29], [-9.01, 9.80, -12.53], [-10.42, 8.14, -11.43], [-9.63, 8.32, -9.92], [-9.61, 5.69, -10.41], [-8.32, 5.29, -11.55], [-9.88, 5.99, -12.15]]
}


# 2
{
  "formula": "C5H7NO",
  "method": "ωB97M-V/def2-TZVPD",
  "largest_force_ev_per_a": 2.53,
  "de_lowest_kcal_mol": 153.8,
  "e_lumo_ev": 0.931,
  "homo_lumo_gap_ev": 8.985,
  "charge": 0,
  "elements": ["O", "C", "C", "C", "C", "N", "C", "H", "H", "H", "H", "H", "H", "H"],
  "xyz": [[-1.30, 0.22, 1.99], [-1.24, -0.18, 0.65], [-0.55, 0.73, -0.34], [0.88, 0.53, 0.18], [1.26, 0.10, -1.23], [-0.14, -0.44, -1.26], [-0.04, -0.97, 0.15], [-0.55, 0.80, 2.17], [-2.21, -0.57, 0.35], [-0.92, 1.65, -0.80], [1.07, -0.12, 1.03], [1.39, 0.89, -1.97], [2.07, -0.64, -1.32], [0.28, -2.00, 0.39]]
}


# 3
{
  "formula": "C13H24BBrF13N3O3PS",
  "method": "ωB97M-V/def2-TZVPD",
  "largest_force_ev_per_a": 3.09,
  "de_lowest_kcal_mol": 0.0,
  "e_lumo_ev": -4.259,
  "homo_lumo_gap_ev": 7.566,
  "charge": 1,
  "elements": ["C", "C", "B", "O", "N", "C", "N", "C", "C", "C", "F", "F", "C", "F", "F", "C", "F", "F", "C", "F", "F", "S", "F", "F", "F", "F", "F", "N", "P", "O", "Br", "H", "H", "H", "H", "H", "H", "H", "H", "H", "H", "H", "H", "H", "H", "C", "C", "O", "C", "C", "H", "H", "H", "H", "H", "H", "H", "H", "H", "H"],
  "xyz": [[3.72, -0.87, 4.54], [3.36, -0.39, 3.11], [4.16, -1.14, 1.98], [5.48, -1.37, 2.07], [3.51, -1.71, 0.73], [2.73, -1.07, -0.04], [2.42, 0.24, 0.20], [0.93, 0.51, 0.12], [0.50, 1.20, 1.40], [-1.00, 1.63, 1.40], [-1.05, 2.77, 2.05], [-1.36, 1.79, 0.12], [-1.82, 0.53, 2.10], [-1.36, -0.66, 1.68], [-1.52, 0.62, 3.39], [-3.38, 0.66, 1.99], [-3.59, 1.92, 1.59], [-3.94, 0.58, 3.16], [-4.04, -0.24, 0.91], [-3.27, -0.36, -0.13], [-5.10, 0.39, 0.48], [-4.61, -1.95, 1.47], [-5.64, -1.98, 0.28], [-3.57, -2.64, 0.50], [-3.54, -1.98, 2.62], [-5.70, -1.33, 2.39], [-5.08, -3.37, 1.91], [2.19, -1.70, -1.21], [1.39, -3.26, -0.98], [2.66, -4.33, -0.96], [0.65, -3.29, 1.15], [4.70, -0.48, 4.83], [3.00, -0.43, 5.21], [3.63, -1.95, 4.65], [2.31, -0.61, 2.95], [3.57, 0.67, 3.00], [5.70, -1.65, 2.97], [3.78, -2.67, 0.51], [2.87, 0.79, -0.53], [0.78, 1.12, -0.76], [0.41, -0.44, 0.00], [1.06, 2.12, 1.51], [0.67, 0.62, 2.29], [2.99, -1.83, -1.84], [2.65, -4.87, -0.15], [-0.52, 3.21, -5.73], [0.14, 1.95, -5.20], [0.31, 1.95, -3.79], [-0.87, 2.04, -3.01], [-1.83, 0.89, -3.22], [0.03, 4.10, -5.39], [-0.52, 3.20, -6.82], [-1.55, 3.31, -5.39], [1.14, 1.86, -5.62], [-0.42, 1.06, -5.51], [-1.36, 3.00, -3.18], [-0.54, 2.05, -1.98], [-2.26, 0.90, -4.23], [-2.66, 0.96, -2.52], [-1.33, -0.07, -3.08]]
}


# 4
{
  "formula": "C9H14O",
  "method": "ωB97M-V/def2-TZVPD",
  "largest_force_ev_per_a": 1.21,
  "de_lowest_kcal_mol": 10.6,
  "e_lumo_ev": 0.879,
  "homo_lumo_gap_ev": 9.295,
  "charge": 0,
  "smiles": "Cc1ccc(O)cc1.CC",
  "elements": ["C", "C", "C", "C", "C", "O", "C", "C", "H", "H", "H", "H", "H", "H", "H", "H", "C", "C", "H", "H", "H", "H", "H", "H"],
  "xyz": [[-0.29, -2.64, -0.56], [-0.58, -1.30, 0.06], [-1.20, -0.32, -0.70], [-1.82, 0.78, -0.11], [-1.70, 0.95, 1.26], [-2.08, 2.09, 1.93], [-1.04, 0.01, 2.03], [-0.48, -1.10, 1.44], [0.66, -2.62, -1.08], [-1.06, -2.86, -1.31], [-0.27, -3.46, 0.15], [-1.25, -0.39, -1.78], [-2.49, 1.33, -0.75], [-2.80, 2.54, 1.47], [-0.94, 0.16, 3.10], [-0.03, -1.91, 1.99], [2.30, 0.67, -1.53], [2.04, 1.53, -0.31], [2.06, -0.35, -1.24], [1.61, 0.84, -2.37], [3.33, 0.74, -1.85], [0.98, 1.58, -0.05], [2.60, 1.19, 0.58], [2.44, 2.54, -0.35]]
}


# 5
{
  "formula": "C31H48O2P2V",
  "method": "ωB97M-V/def2-TZVPD",
  "largest_force_ev_per_a": 3.89,
  "de_lowest_kcal_mol": 6.5,
  "e_lumo_ev": [-2.696, -7.276],
  "homo_lumo_gap_ev": [5.883, 1.287],
  "charge": 1,
  "multiplicity": 3,
  "elements": ["V", "C", "C", "C", "C", "C", "C", "H", "H", "H", "C", "H", "H", "H", "C", "H", "H", "H", "C", "H", "H", "H", "C", "H", "H", "H", "C", "C", "C", "C", "C", "C", "C", "C", "H", "H", "H", "H", "H", "H", "H", "H", "H", "H", "H", "H", "P", "P", "C", "C", "H", "H", "H", "H", "C", "H", "H", "H", "C", "H", "H", "H", "C", "H", "H", "H", "C", "H", "H", "H", "O", "C", "O", "C", "C", "C", "C", "C", "C", "H", "H", "H", "H", "H"],
  "xyz": [[-0.18, -0.01, -0.07], [-1.60, 0.52, 1.60], [-1.91, -0.75, 0.99], [0.19, -0.93, 1.99], [-0.30, 0.40, 2.23], [-0.81, -1.65, 1.25], [-2.57, 1.63, 1.70], [-3.20, 1.67, 0.81], [-2.06, 2.59, 1.82], [-3.25, 1.47, 2.55], [0.39, 1.34, 3.10], [-0.07, 2.42, 2.98], [1.44, 1.45, 2.79], [0.38, 1.03, 4.16], [1.40, -1.51, 2.64], [1.19, -1.76, 3.69], [2.23, -0.80, 2.62], [1.71, -2.42, 2.13], [-0.79, -3.11, 0.99], [-1.27, -3.65, 1.82], [0.23, -3.48, 0.89], [-1.34, -3.36, 0.08], [-3.21, -1.11, 0.36], [-3.88, -1.58, 1.09], [-3.06, -1.82, -0.47], [-3.71, -0.22, -0.04], [0.41, 1.66, -1.45], [-1.00, 1.66, -1.28], [-1.93, 0.99, -2.24], [-1.42, -0.36, -2.79], [-0.64, -1.21, -1.83], [0.78, -1.16, -1.70], [1.64, -0.28, -2.56], [1.15, 1.17, -2.65], [-2.13, 1.65, -3.10], [-0.85, -0.18, -3.72], [-2.91, 0.85, -1.75], [0.58, 1.35, -3.57], [0.98, 2.44, -0.94], [-1.44, 2.46, -0.66], [2.04, 1.82, -2.74], [2.66, -0.28, -2.16], [1.30, -2.03, -1.27], [1.71, -0.67, -3.59], [-2.31, -0.93, -3.10], [-1.14, -2.16, -1.57], [3.87, -1.25, -6.20], [5.24, -4.06, -6.18], [4.66, -1.82, -7.80], [5.71, -2.91, -7.58], [5.12, -0.94, -8.28], [3.84, -2.17, -8.46], [5.86, -3.50, -8.49], [6.68, -2.47, -7.29], [6.81, -5.02, -6.10], [6.65, -5.89, -5.45], [7.58, -4.39, -5.64], [7.15, -5.36, -7.08], [4.27, -5.27, -7.18], [4.83, -5.59, -8.07], [3.32, -4.81, -7.48], [4.06, -6.13, -6.54], [4.50, 0.48, -6.18], [4.00, 1.04, -5.38], [4.32, 0.98, -7.14], [5.58, 0.46, -5.98], [2.17, -0.91, -6.82], [1.67, -1.86, -7.02], [2.19, -0.30, -7.74], [1.60, -0.37, -6.05], [-0.46, 3.64, 2.61], [0.05, 3.91, 1.45], [0.78, 3.15, 0.78], [-0.26, 5.37, 1.17], [-1.49, 5.80, 0.66], [-2.10, 6.84, 1.38], [-1.39, 7.46, 2.40], [-0.01, 7.24, 2.60], [0.60, 6.22, 1.86], [-1.86, 5.36, -0.26], [-3.13, 7.11, 1.16], [-1.90, 8.17, 3.06], [0.56, 7.77, 3.36], [1.67, 5.99, 1.85]]
}


# 6
{
  "formula": "CH3N4",
  "method": "ωB97M-V/def2-TZVPD",
  "largest_force_ev_per_a": 3.18,
  "de_lowest_kcal_mol": 114.5,
  "e_lumo_ev": -7.309,
  "homo_lumo_gap_ev": 8.622,
  "charge": 1,
  "elements": ["C", "N", "N", "N", "N", "H", "H", "H"],
  "xyz": [[0.85, 0.43, 0.04], [1.93, 1.16, -0.07], [2.69, -0.24, -0.02], [1.64, -0.88, 0.03], [-0.39, 0.82, -0.01], [1.47, -1.86, -0.02], [-0.73, 1.72, 0.24], [-1.19, 0.28, -0.33]]
}


# 7
{
  "formula": "H18O9",
  "method": "ωB97M-V/def2-TZVPD",
  "largest_force_ev_per_a": 4.76,
  "de_lowest_kcal_mol": 50.7,
  "e_lumo_ev": 0.120,
  "homo_lumo_gap_ev": 10.535,
  "charge": 0,
  "smiles": "O.O.O.O.O.O.O.O.O",
  "elements": ["O", "H", "H", "O", "H", "H", "O", "H", "H", "O", "H", "H", "O", "H", "H", "O", "H", "H", "O", "H", "H", "O", "H", "H", "O", "H", "H"],
  "xyz": [[0.76, -3.10, 0.03], [1.34, -2.43, -0.37], [1.23, -3.88, -0.16], [0.16, -2.30, -2.82], [-0.49, -1.75, -3.27], [0.05, -2.14, -1.87], [-0.63, -0.39, -0.18], [-0.37, -0.94, 0.56], [-1.38, 0.05, 0.10], [-2.46, 1.77, -1.85], [-2.12, 2.03, -0.98], [-2.96, 2.55, -2.14], [1.01, -1.31, 2.06], [0.99, -2.11, 1.63], [1.97, -1.06, 2.19], [-0.90, 2.65, 0.77], [-1.34, 3.40, 1.22], [-1.05, 2.00, 1.44], [-0.85, 0.75, 2.84], [-0.25, 0.05, 2.57], [-0.68, 0.79, 3.79], [0.83, 2.09, -1.33], [0.08, 2.33, -0.78], [0.95, 2.96, -1.77], [2.15, -0.78, -0.87], [1.28, -0.32, -0.71], [2.67, -0.90, -0.09]]
}


# 8
{
  "formula": "CH2N3P",
  "method": "ωB97M-V/def2-TZVPD",
  "largest_force_ev_per_a": 2.14,
  "de_lowest_kcal_mol": 0.0,
  "e_lumo_ev": -0.859,
  "homo_lumo_gap_ev": 8.970,
  "charge": 0,
  "elements": ["C", "N", "N", "N", "P", "H", "H"],
  "xyz": [[-0.93, -0.23, 0.43], [-0.39, 0.94, 0.41], [-0.17, -1.29, 0.01], [0.98, -0.93, -0.34], [1.22, 0.72, 0.02], [-1.95, -0.40, 0.75], [1.23, 1.19, -1.28]]
}